[1]
45
Properties=species:S:1:pos:R:3:nbo_charge:R:1 method="wB97M-V/def2-TZVPD" relative_energy_kj_mol=627.7 e_homo_ev=-9.459 molar_mass_g_mol=278.34 smiles=CC(C)(C)OO[C@]1(C)C[C@](C)(OOC(C)(C)C)OO1 orbital_gap_ev=10.2 spin_multiplicity=1
C 0.81537 0.46546 3.07325 -0.638
C -0.15328 1.65859 2.84307 0.239
C 0.39538 2.57035 1.76152 -0.635
C -0.29312 2.47370 4.12484 -0.616
O -1.47496 1.25451 2.47643 -0.279
O -1.46929 0.10900 1.56579 -0.295
C -2.39179 0.20821 0.44245 0.480
C -3.82185 0.12006 1.01086 -0.642
C -2.15221 -0.96829 -0.47188 -0.476
C -1.26591 -0.40775 -1.57022 0.485
C -1.53705 -1.04287 -2.92342 -0.649
O 0.11970 -0.38510 -1.20573 -0.295
O 0.82543 -1.62654 -1.46321 -0.277
C 2.12430 -1.35592 -1.91425 0.235
C 2.89046 -0.21059 -1.21113 -0.638
C 2.09200 -1.09797 -3.40232 -0.636
C 2.85927 -2.71042 -1.72876 -0.614
O -1.68488 0.96843 -1.68111 -0.244
O -2.27699 1.35363 -0.40253 -0.255
H 1.10526 -0.02435 2.12073 0.227
H 1.77517 0.78244 3.49534 0.211
H 0.36276 -0.25307 3.77647 0.217
H -0.27779 3.44193 1.63586 0.215
H 0.47564 2.03566 0.79757 0.227
H 1.37349 2.93156 2.10465 0.203
H -1.03357 3.25354 4.01240 0.218
H 0.65070 2.98663 4.38240 0.218
H -0.59889 1.82354 4.93677 0.215
H -3.94214 0.91711 1.76799 0.233
H -4.62594 0.27881 0.31759 0.218
H -3.96280 -0.82603 1.47344 0.216
H -3.07192 -1.38014 -0.87135 0.232
H -1.66738 -1.82555 0.05997 0.257
H -1.43803 -2.14335 -2.87196 0.229
H -2.54979 -0.81161 -3.30451 0.232
H -0.80027 -0.63632 -3.63468 0.229
H 3.05137 -0.46159 -0.14190 0.215
H 2.36422 0.77275 -1.29578 0.234
H 3.88802 -0.09060 -1.70344 0.215
H 1.41511 -0.25851 -3.66074 0.214
H 1.76869 -1.96024 -3.95894 0.209
H 3.09799 -0.82464 -3.75770 0.210
H 2.88650 -2.95220 -0.65517 0.216
H 2.25682 -3.44533 -2.25942 0.215
H 3.89627 -2.70689 -2.08926 0.220

[2]
18
Properties=species:S:1:pos:R:3:nbo_charge:R:1 method="wB97M-V/def2-TZVPD" relative_energy_kj_mol=102.4 e_homo_ev=-9.258 molar_mass_g_mol=114.14 smiles=c1ccccc1.O.O orbital_gap_ev=10.0 spin_multiplicity=1
C -0.28887 0.95059 1.07783 -0.177
C 0.27114 -0.16033 1.63980 -0.216
C 1.42332 -0.69319 1.24799 -0.230
C 1.95205 -0.21645 0.03479 -0.229
C 1.34346 0.89735 -0.57000 -0.218
C 0.34574 1.67916 0.04400 -0.219
H -1.13253 1.45633 1.44419 0.210
H -0.22031 -0.50692 2.61253 0.217
H 1.81171 -1.57423 1.82240 0.221
H 2.89342 -0.64372 -0.37279 0.220
H 1.74032 1.10721 -1.56792 0.206
H 0.01063 2.57361 -0.28666 0.211
O -1.65504 -1.47095 -0.01306 -0.965
H -1.92306 -1.61185 -0.90624 0.492
H -0.92993 -1.97657 0.23765 0.470
O -2.04793 -0.22561 -2.39321 -0.945
H -1.20538 -0.30528 -2.91747 0.469
H -1.70228 0.31110 -1.66195 0.483

[3]
86
Properties=species:S:1:pos:R:3:lowdin_charge:R:1 method="wB97M-V/def2-TZVPD" relative_energy_kj_mol=29.5 e_homo_ev=-4.814 charge=-1 molar_mass_g_mol=1001.83 orbital_gap_ev=6.6 spin_multiplicity=1
Bi 12.64539 12.19048 10.95006 1.526
Br 9.00475 5.77160 12.62671 0.691
C 10.24859 7.09951 12.08587 -0.700
C 11.48332 7.19239 12.66694 -0.131
C 12.37050 8.13331 12.24747 -0.009
C 12.01464 9.06238 11.24493 -0.373
O 12.89594 9.93617 10.87743 -0.298
C 10.66792 9.04750 10.75890 -0.128
C 10.11493 9.93062 9.78267 -0.118
N 10.67737 10.96891 9.31839 0.013
C 9.91251 11.82733 8.53089 -0.238
C 8.55805 12.04165 8.68567 -0.030
C 7.86227 12.90391 7.79715 -0.052
C 8.54663 13.55129 6.77096 -0.058
C 9.93022 13.43226 6.62705 -0.174
C 10.72565 14.20612 5.73793 -0.028
C 12.07661 14.12046 5.81389 -0.071
C 12.66691 13.22604 6.71929 -0.185
N 12.00835 12.49788 7.57101 0.123
C 10.64052 12.60913 7.56760 -0.152
C 9.80016 8.05668 11.22538 -0.098
H 11.77997 6.52790 13.47652 0.110
H 13.31493 8.24006 12.74140 0.115
H 9.12183 9.65341 9.44028 0.124
H 8.10222 11.51950 9.51958 0.096
H 6.79631 13.00786 7.85742 0.095
H 7.96142 14.16930 6.08257 0.109
H 10.20155 14.89836 5.05501 0.123
H 12.73710 14.70046 5.18070 0.104
H 13.72239 13.09171 6.71062 0.084
H 8.78725 8.06932 10.90832 0.095
C 12.15867 15.29695 12.97868 -0.207
C 11.47723 15.97748 11.76151 -0.205
N 11.40552 15.11085 10.58959 -0.110
C 11.75370 15.71591 9.32539 -0.306
C 13.22116 15.98522 9.10382 -0.455
S 14.31243 14.57164 9.43182 0.805
C 15.24391 15.12046 10.90821 -0.439
C 14.42227 15.55458 12.12833 -0.283
N 13.40340 14.61556 12.55110 -0.136
H 11.50463 14.53935 13.46856 0.083
H 12.38455 16.06970 13.71716 0.105
H 11.98086 16.88764 11.45542 0.093
H 10.46399 16.29297 12.12014 0.126
H 10.53517 14.64506 10.54503 0.023
H 11.21832 16.69694 9.09185 0.130
H 11.41961 15.06590 8.46847 0.100
H 13.58789 16.73006 9.81130 0.059
H 13.41927 16.32248 8.07418 0.075
H 15.86447 15.95868 10.61660 0.067
H 15.85061 14.23671 11.15059 0.054
H 14.00217 16.53393 11.96546 0.089
H 15.13560 15.75860 12.91872 0.114
H 13.69758 13.90761 13.25086 0.063
S 9.61706 12.65338 12.05343 0.527
C 10.34103 11.84483 13.35151 -1.095
S 12.16301 11.69683 13.39751 0.492
C 9.59947 11.24640 14.37753 -0.400
C 10.25939 10.51600 15.41158 -0.286
N 10.58972 9.79714 16.25999 0.125
C 8.16873 11.40099 14.40795 -0.272
N 7.01076 11.46841 14.49699 0.118
N 14.73876 12.08622 11.63108 -0.108
C 15.61443 11.30533 11.15441 -0.369
C 16.84676 11.08801 11.93617 -0.173
C 18.11119 10.87084 11.33267 -0.038
C 19.25391 10.84444 12.10505 -0.108
C 19.17325 10.88164 13.49636 -0.099
C 17.91552 11.06970 14.08847 -0.083
C 16.76430 11.18217 13.32996 -0.022
C 15.53478 10.44924 9.92052 -0.202
C 14.97004 10.95658 8.74029 -0.052
C 14.98203 10.22459 7.54938 -0.088
C 15.51681 8.97242 7.54325 -0.105
C 15.96014 8.40353 8.74418 -0.074
C 15.94763 9.13503 9.91585 -0.053
H 18.21682 10.84387 10.24777 0.117
H 20.25047 10.80363 11.65226 0.100
H 20.10127 10.74887 14.07780 0.101
H 17.85362 11.14367 15.17053 0.098
H 15.80124 11.30704 13.73558 0.092
H 14.46839 11.93290 8.77222 0.022
H 14.58762 10.71590 6.66833 0.093
H 15.60470 8.42687 6.58470 0.106
H 16.31872 7.35352 8.74767 0.110
H 16.37843 8.72495 10.80474 0.115

[4]
9
Properties=species:S:1:pos:R:3:nbo_charge:R:1 method="wB97M-V/def2-TZVPD" relative_energy_kj_mol=423.8 e_homo_ev=-9.393 molar_mass_g_mol=114.13 orbital_gap_ev=7.9 spin_multiplicity=1
C 1.15799 -1.82017 -0.62288 -0.209
C -0.36407 -1.65366 -0.33571 0.507
C -0.26522 1.76396 0.49041 -0.105
N -0.73945 -0.48359 0.01993 -0.335
N 0.00896 0.58407 0.14896 -0.187
O -1.08783 -2.62672 -0.47573 -0.534
S 1.96880 -0.49251 -0.58492 0.456
H -1.26123 2.17548 0.85529 0.206
H 0.58204 2.55314 0.50465 0.202

[5]
134
Properties=species:S:1:pos:R:3:lowdin_charge:R:1 method="wB97M-V/def2-TZVPD" relative_energy_kj_mol=139.7 e_homo_ev=-7.293 molar_mass_g_mol=1230.98 orbital_gap_ev=7.7 spin_multiplicity=1
Bi -1.01877 -0.37535 0.92077 1.586
C 0.01240 -2.82995 3.02764 -0.246
Si 1.03700 -1.38600 2.33079 0.501
C 1.91616 -0.64597 3.86081 -0.306
C 2.24456 -1.54935 4.88519 -0.120
C 3.01006 -1.18022 5.97484 -0.072
C 3.50675 0.11418 6.06550 -0.068
C 3.18291 1.03041 5.08604 -0.093
C 2.37295 0.67014 4.00439 -0.415
P 1.90073 1.98195 2.81626 1.117
C 1.35023 3.24972 4.02730 -0.355
C 0.55866 2.77799 5.08065 -0.102
C -0.08109 3.65149 5.94360 -0.071
C 0.04927 5.02214 5.77468 -0.088
C 0.81088 5.50428 4.72396 -0.086
C 1.43813 4.62797 3.84742 -0.087
C 3.56217 2.40340 2.13689 -0.347
C 4.35872 1.30526 1.78846 -0.099
C 5.54435 1.46987 1.09241 -0.079
C 5.96113 2.73853 0.71313 -0.094
C 5.17311 3.83277 1.02887 -0.089
C 3.97995 3.66649 1.72086 -0.093
C 2.51102 -2.23842 1.42223 -0.278
C 3.69660 -2.44579 2.15068 -0.108
C 4.74817 -3.19375 1.65365 -0.078
C 4.64627 -3.78205 0.39989 -0.073
C 3.50116 -3.57933 -0.34222 -0.095
C 2.44555 -2.80031 0.14083 -0.407
P 0.97848 -2.49591 -0.94445 1.077
C 0.61016 -4.26635 -1.28035 -0.341
C 0.34649 -5.02163 -0.13549 -0.096
C -0.03844 -6.34604 -0.22212 -0.075
C -0.18026 -6.94963 -1.46502 -0.092
C 0.08250 -6.21493 -2.60746 -0.085
C 0.47364 -4.88343 -2.51681 -0.084
C 1.93577 -1.87443 -2.39079 -0.338
C 3.07401 -1.09167 -2.16321 -0.105
C 3.81009 -0.56470 -3.21266 -0.088
C 3.43230 -0.81023 -4.52589 -0.103
C 2.27874 -1.54040 -4.77035 -0.090
C 1.51905 -2.03548 -3.71437 -0.115
H 0.63060 -3.67558 3.33497 0.033
H -0.69451 -3.19781 2.27719 0.010
H -0.57247 -2.49999 3.88978 0.036
H 1.89594 -2.57243 4.82052 0.095
H 3.23243 -1.90291 6.74950 0.105
H 4.13611 0.40417 6.89669 0.105
H 3.55415 2.04653 5.15480 0.116
H 0.43991 1.71055 5.22900 0.110
H -0.68783 3.25829 6.74909 0.108
H -0.45390 5.70573 6.44519 0.103
H 0.90727 6.57150 4.56949 0.103
H 1.99199 5.04510 3.02190 0.073
H 4.04833 0.30566 2.06799 0.081
H 6.14602 0.60293 0.84974 0.105
H 6.88943 2.87103 0.17345 0.101
H 5.48398 4.82713 0.73474 0.102
H 3.38618 4.54189 1.92772 0.072
H 3.80278 -2.01434 3.13664 0.082
H 5.64298 -3.32700 2.24910 0.102
H 5.45287 -4.38830 0.00762 0.104
H 3.41733 -4.02480 -1.32736 0.115
H 0.44002 -4.55797 0.83924 0.086
H -0.23661 -6.90876 0.68085 0.103
H -0.49600 -7.98203 -1.53951 0.098
H -0.02061 -6.67285 -3.58332 0.100
H 0.68078 -4.35156 -3.43131 0.078
H 3.40733 -0.91021 -1.14750 0.098
H 4.69248 0.02665 -3.00229 0.102
H 4.02574 -0.43097 -5.34774 0.099
H 1.95612 -1.71931 -5.78893 0.105
H 0.58686 -2.54099 -3.92083 0.078
N 0.29009 1.24064 -0.16016 -0.072
C -0.15570 1.49570 -1.55508 -0.262
C 0.75697 2.56575 -2.18873 -0.120
C 0.33739 3.15365 -3.54386 -0.178
C 0.40039 2.18286 -4.71011 -0.163
N -0.49531 1.05060 -4.56796 0.100
C -1.82681 1.11860 -4.54992 -0.467
N -2.45634 2.14276 -5.17016 0.196
N -2.52164 0.08589 -4.11833 0.241
C -1.67718 1.82901 -1.50440 -0.617
O -2.19976 2.28850 -2.52939 -0.019
O -2.23155 1.54376 -0.42209 -0.122
H 0.13402 2.07302 0.40718 0.064
H 1.27444 0.99228 -0.09917 0.078
H -0.07431 0.54378 -2.08779 0.117
H 1.76229 2.13442 -2.27308 0.114
H 0.82650 3.40430 -1.48718 0.122
H 1.00613 3.98689 -3.77847 0.118
H -0.67239 3.54175 -3.44802 0.093
H 1.40288 1.76116 -4.79482 0.121
H 0.18982 2.70359 -5.64872 0.120
H -0.09678 0.20747 -4.17936 0.128
H -1.93937 3.00560 -5.21843 0.100
H -3.40885 2.28327 -4.86882 0.118
H -2.11941 -0.58783 -3.42138 0.107
H -3.52644 0.18074 -4.04449 0.110
C -6.91411 -0.33182 -4.30832 -0.054
C -5.83468 -1.04866 -3.54137 -0.293
C -5.58071 -0.73911 -2.21436 -0.018
C -4.51913 -1.30445 -1.51124 -0.188
C -4.40221 -0.98503 -0.04303 -0.051
C -3.63213 -2.14907 -2.18688 -0.067
C -3.95575 -2.58421 -3.48171 -0.222
C -3.17188 -3.67753 -4.16734 -0.023
C -5.05147 -2.03225 -4.13760 -0.032
C -2.24963 -2.43887 -1.61353 -0.662
O -2.10214 -2.96904 -0.50689 -0.074
O -1.28556 -2.04442 -2.36520 -0.150
H -7.86362 -0.34698 -3.77217 0.079
H -7.06739 -0.78115 -5.28907 0.072
H -6.64225 0.71590 -4.45396 0.075
H -6.21504 -0.02273 -1.70232 0.125
H -5.35798 -1.19221 0.44176 0.089
H -4.17820 0.07405 0.10494 0.068
H -3.64388 -1.59859 0.43450 0.029
H -3.61929 -4.64668 -3.93501 0.090
H -2.13816 -3.70564 -3.83182 0.058
H -3.19094 -3.55699 -5.25145 0.078
H -5.29208 -2.37313 -5.14014 0.115
O -2.77676 1.06558 3.39911 0.130
B -1.74806 1.23314 2.47827 -0.691
O -1.53506 2.58788 2.23861 0.085
C -2.47926 3.25379 2.97540 -0.205
C -2.74579 4.60143 3.02490 0.010
C -3.79729 4.99976 3.84683 -0.087
C -4.53349 4.07649 4.58278 -0.088
C -4.25778 2.71176 4.51853 0.010
C -3.22479 2.33280 3.69332 -0.202
H -2.17038 5.30909 2.44569 0.121
H -4.05238 6.04942 3.90558 0.100
H -5.34690 4.42086 5.20695 0.100
H -4.83013 1.98387 5.07594 0.120